Entry 1:
63
Properties=species:S:1:pos:R:3:forces:R:3 method="wB97M-V/def2-TZVPD" orbital_gap_ev="7.33 / 4.93" charge=+2 lumo_energy_ev="-6.400 / -8.746" s2=6.023 multiplicity=5
Ru -1.984153 0.273275 0.046494 0.107 -0.072 -0.141
C -1.322749 1.176171 4.201552 0.035 -0.063 0.005
C -1.637132 1.163409 2.751141 -0.034 0.121 0.002
N -1.594679 0.111918 2.005369 0.032 -0.113 -0.010
N -1.258467 -1.132809 2.474912 -0.075 0.125 0.009
C -1.417185 -2.004471 1.514415 0.019 -0.154 -0.082
O -1.843693 -1.659273 0.302925 0.105 0.115 0.128
C -1.120827 -3.425001 1.727487 0.017 0.042 0.050
C -1.311890 -4.338137 0.688526 -0.024 0.007 0.035
C -1.017542 -5.676686 0.883997 0.003 0.024 0.033
C -0.535350 -6.106415 2.113329 -0.017 -0.009 -0.003
C -0.355015 -5.202109 3.152854 0.008 0.001 0.002
C -0.645443 -3.863751 2.965485 0.019 0.005 -0.024
C -2.076541 2.377305 2.026884 -0.020 -0.008 0.093
C -2.219877 3.608325 2.640344 -0.011 -0.078 -0.101
C -2.706501 4.680389 1.900187 0.029 -0.029 0.030
C -3.040920 4.491558 0.572324 -0.011 -0.106 -0.072
C -2.874386 3.232795 0.012363 -0.025 0.121 -0.010
N -2.393943 2.206046 0.712725 0.001 0.016 0.180
H -1.101015 0.170313 4.544573 0.005 0.017 -0.003
H -2.163112 1.573996 4.771505 -0.029 -0.003 -0.003
H -0.461629 1.820468 4.389806 0.015 0.008 0.013
H -1.716588 -4.001346 -0.254991 0.004 0.022 -0.035
H -1.176732 -6.388172 0.085870 0.001 -0.004 -0.016
H -0.310005 -7.152971 2.267061 0.000 -0.012 -0.001
H 0.007537 -5.544973 4.111747 0.008 -0.006 0.009
H -0.509647 -3.155440 3.770228 -0.007 0.016 -0.001
H -1.968694 3.726018 3.683998 -0.003 -0.005 0.016
H -2.834139 5.647236 2.366931 0.002 0.016 0.002
H -3.441176 5.294578 -0.028999 0.001 0.006 -0.007
H -3.137557 3.022972 -1.015616 0.004 0.024 -0.008
C 0.337184 2.620118 -2.691965 -0.177 -0.160 0.053
N 1.540376 2.069902 -2.065832 0.286 -0.120 0.049
C 2.765105 2.817986 -2.368736 -0.010 0.004 0.045
P 1.461457 0.730586 -1.168580 -0.008 -0.248 -0.085
O 0.342230 0.658121 -0.197034 -0.011 0.036 -0.135
N 1.128978 -0.588160 -2.356610 0.013 0.291 -0.022
C 0.627551 -1.858675 -1.905720 0.103 -0.017 0.089
C 1.367756 -0.440148 -3.766329 -0.062 -0.083 0.091
N 2.891702 0.252013 -0.581083 -0.209 0.147 0.124
C 3.091161 0.153453 0.874790 -0.036 0.019 0.008
C 4.065569 -0.130822 -1.364746 0.010 0.020 -0.149
H 0.177111 3.637140 -2.332950 -0.034 0.001 -0.013
H -0.534699 2.010225 -2.441764 0.070 0.084 -0.024
H 0.452429 2.641432 -3.777326 -0.006 0.015 -0.003
H 2.620463 3.861148 -2.088002 0.011 -0.001 -0.011
H 2.985341 2.770002 -3.436648 0.022 0.003 -0.003
H 3.607552 2.428139 -1.808205 0.024 -0.010 0.022
H 0.384406 -1.830046 -0.845772 0.003 -0.011 -0.119
H 1.395130 -2.616695 -2.106301 -0.050 -0.029 0.013
H -0.251197 -2.107272 -2.509662 -0.044 -0.012 0.037
H 1.889032 0.486196 -3.983985 0.022 -0.009 0.005
H 0.382160 -0.447291 -4.255974 -0.013 0.005 -0.047
H 1.914987 -1.311037 -4.136330 0.008 0.003 -0.033
H 2.186405 0.445596 1.399565 0.000 -0.012 0.010
H 3.907820 0.812496 1.170380 0.003 -0.012 0.021
H 3.342119 -0.874316 1.137394 0.014 0.008 0.011
H 3.836947 -0.198984 -2.426653 -0.029 0.044 -0.036
H 4.410345 -1.108410 -1.026667 0.009 -0.007 -0.022
H 4.875108 0.588915 -1.233257 -0.010 -0.021 0.031
O -1.783677 -0.717851 -4.012062 0.047 0.002 0.034
S -2.799154 -0.010844 -3.239738 0.089 0.041 -0.016
N -2.448626 0.331840 -1.839596 -0.196 0.004 -0.016


Entry 2:
61
Properties=species:S:1:pos:R:3:forces:R:3 method="wB97M-V/def2-TZVPD" relative_energy_ev=1.496 orbital_gap_ev="7.38 / 7.77" lumo_energy_ev="0.640 / 0.638" s2=2.031 multiplicity=3
O -2.800417 -0.215335 -1.220181 -0.954 1.288 0.589
C -3.246610 0.857252 -0.847901 0.616 -0.513 -0.168
C -4.660301 1.055926 -0.415575 -0.337 -0.230 0.225
C -5.288713 0.093862 0.393898 -0.140 0.124 -0.503
H -4.678830 -0.658315 0.906867 -0.297 0.197 -0.368
C -6.679918 0.097864 0.485016 -0.116 0.200 -0.153
H -7.182248 -0.662609 1.090224 0.123 0.276 -0.282
C -7.434243 1.057121 -0.218871 0.461 0.299 0.340
H -8.526459 1.008772 -0.203030 0.397 0.055 0.032
C -6.784578 2.130691 -0.856889 -0.103 -0.376 0.188
H -7.365097 2.943932 -1.304047 0.212 -0.365 0.152
C -5.390306 2.140090 -0.928999 0.197 -0.428 0.093
H -4.835422 2.950424 -1.409043 -0.312 -0.241 -0.042
H -2.593715 1.750851 -0.843030 -0.096 -0.038 -0.118
C -0.753473 -0.673906 -3.331683 0.109 -1.046 -0.761
C 0.486721 -0.401332 -2.551830 0.256 0.893 0.028
H -0.513569 -1.070080 -4.325566 -0.186 0.105 -0.137
H -1.332780 0.249652 -3.446388 0.263 -0.047 0.054
H -1.418098 -1.382794 -2.834363 0.131 0.109 -0.138
C 1.729834 -0.113665 -2.983159 -0.201 -0.248 -0.822
C 2.378812 -0.631988 -4.244169 -0.138 0.311 -0.655
H 2.355107 0.621599 -2.474165 0.143 -0.857 0.894
H 1.663505 -0.790225 -5.060577 0.110 0.039 0.107
H 2.869067 -1.601825 -4.071809 -0.110 0.230 0.159
H 3.162441 0.052630 -4.594730 -0.180 -0.126 -0.020
V 0.452957 -0.811602 -0.635302 -0.218 1.636 -0.255
Cl -1.041774 -2.388478 -0.425265 -0.621 -1.404 0.373
Cl -0.099027 1.161523 0.141422 -0.435 1.084 0.697
H -2.090562 -0.678850 3.476403 0.232 -0.057 -0.080
H -1.656608 -2.870004 4.544194 0.128 -0.019 -0.021
C -1.295288 -0.854546 2.738067 -0.118 0.070 -0.208
C -0.906159 -3.088187 3.776751 0.053 0.053 0.078
N -0.366379 -1.851990 3.244059 0.535 -0.019 0.213
H -0.725204 0.060076 2.553895 -0.299 -0.170 0.001
C 0.963506 -1.616530 3.200760 -0.374 0.892 -0.893
O 1.459839 -0.638873 2.608956 -0.489 -0.912 1.354
H -0.083910 -3.650223 4.226931 -0.205 -0.087 -0.045
H 1.577109 -2.378421 3.723610 -0.174 0.194 -0.221
H -1.748348 -1.190846 1.792614 0.154 0.134 0.294
H -1.391136 -3.695526 2.999448 0.236 0.205 0.059
H 5.663979 3.330853 0.287742 -0.062 -0.004 -0.103
H 3.880268 4.422456 2.046903 0.003 0.061 -0.012
C 4.788701 3.120494 -0.338464 -0.047 0.237 -0.163
C 3.178123 4.182925 1.243377 0.143 -0.245 0.184
N 3.609291 3.021946 0.491985 0.112 -0.046 0.169
H 4.939192 2.183937 -0.879296 -0.114 0.180 0.119
C 2.947893 1.863288 0.615477 -0.088 -1.151 -1.102
O 3.096330 0.887055 -0.143594 0.087 1.547 1.177
H 2.204188 3.946925 1.675293 0.072 0.242 0.000
H 2.243680 1.851817 1.465314 -0.075 -0.072 -0.340
H 4.656174 3.943558 -1.046266 0.157 -0.099 -0.061
H 3.092539 5.050592 0.585465 -0.086 -0.079 0.015
N 3.057639 -1.459142 0.796307 -0.318 -0.925 -1.112
C 4.094760 -2.286218 0.689891 -0.551 -0.025 -0.241
C 3.745115 -3.277716 -0.229322 0.043 -0.078 -0.108
C 2.454816 -2.969101 -0.667755 0.254 1.594 1.295
N 2.039607 -1.814408 -0.042417 2.502 -1.833 0.685
H 2.961846 -0.661688 1.422799 -0.305 -0.380 -0.463
H 4.992167 -2.074871 1.254300 -0.084 -0.286 -0.069
H 4.353327 -4.108959 -0.545766 -0.026 0.050 0.035
H 1.790633 -3.469858 -1.358515 0.132 0.099 0.058


Entry 3:
68
Properties=species:S:1:pos:R:3:forces:R:3 method="wB97M-V/def2-TZVPD" relative_energy_ev=1.129 orbital_gap_ev=3.28 charge=-2 lumo_energy_ev=2.292 multiplicity=1
Na -0.464611 0.315202 -0.084261 0.228 -0.172 0.356
N -0.297810 -0.218995 3.229581 -0.143 0.321 0.312
C 0.193035 -1.555081 3.531801 0.215 -0.108 -0.134
C 0.430241 -2.515858 2.350362 -0.857 -0.313 -0.858
O 1.073884 -3.576304 2.573275 0.452 -0.011 0.438
N -0.176433 -2.158802 1.238044 0.094 1.003 0.700
C 0.059444 -2.898362 0.051406 0.430 0.221 -0.609
C 0.593607 -2.016942 -1.129853 -0.450 -1.122 1.208
O 0.590280 -2.625904 -2.242744 0.272 0.249 -0.751
O 0.971088 -0.866937 -0.886028 1.009 -0.286 -0.909
H 0.387142 0.264477 2.659297 -0.027 -0.086 -0.080
H -1.120745 -0.293528 2.638445 0.078 -0.056 -0.104
H -0.522914 -2.037928 4.207661 0.122 -0.028 0.029
H 1.141981 -1.460824 4.071276 -0.052 -0.125 0.071
H -0.871292 -3.336711 -0.332857 0.081 -0.253 0.029
H 0.822340 -3.683321 0.164248 -0.238 -0.155 0.049
N -1.984672 -0.237848 -2.000454 -0.316 -0.077 -0.048
C -1.966408 0.772537 -3.036823 -0.095 0.126 -0.041
C -1.692107 2.142277 -2.410261 -0.084 -0.275 -0.289
N -0.447666 2.112057 -1.668507 0.180 0.557 0.090
H -2.059574 -1.176312 -2.368175 0.095 -0.034 0.070
H -2.719582 -0.067739 -1.322483 -0.024 -0.138 0.030
H -2.908405 0.826805 -3.618085 0.164 0.061 -0.029
H -1.150559 0.539486 -3.722130 -0.052 0.010 -0.067
H -2.507369 2.371478 -1.718651 0.026 0.105 -0.006
H -1.705953 2.905569 -3.205212 -0.072 -0.045 0.086
H -0.530774 2.628043 -0.796844 -0.075 0.170 -0.036
H 0.338687 2.470007 -2.191567 0.081 -0.171 0.001
C 2.964864 2.262620 -6.130323 -0.099 -0.189 -0.020
C 1.701267 1.411377 -6.254713 0.053 0.106 0.055
N 1.045426 1.154535 -4.970179 -0.273 0.059 0.010
C 1.627227 0.128534 -4.158153 0.166 -0.329 -0.297
S 2.882319 0.455993 -3.128550 0.217 0.297 0.252
N 1.128007 -1.097472 -4.299607 -0.202 0.473 0.035
C 0.047257 -1.448928 -5.193420 0.087 -0.036 -0.222
C 0.575587 -2.227347 -6.401410 -0.150 0.098 0.173
H 3.449100 2.394597 -7.100479 -0.011 0.044 -0.041
H 3.651637 1.778357 -5.438474 0.069 0.056 -0.001
H 2.713055 3.242473 -5.720083 0.042 0.057 -0.025
H 1.944999 0.449799 -6.709761 -0.064 0.034 -0.027
H 0.972020 1.918591 -6.896671 0.055 -0.111 -0.083
H 1.070531 2.005236 -4.420007 0.153 -0.038 0.013
H 1.174445 -1.727510 -3.440125 0.020 -0.179 0.202
H -0.472619 -0.550344 -5.532373 -0.014 -0.040 0.077
H -0.644809 -2.078288 -4.629431 -0.003 0.043 0.030
H 1.243704 -1.598500 -6.990198 0.040 -0.051 -0.064
H -0.247883 -2.556123 -7.038919 -0.003 -0.041 -0.043
H 1.132390 -3.096929 -6.056716 0.031 -0.077 -0.054
O -1.764898 2.804533 0.776056 0.077 0.117 0.123
C -2.579544 1.863250 0.856403 -0.404 0.136 0.144
O -2.341128 0.637363 0.804291 -0.793 0.269 0.309
C -4.058315 2.255713 0.996459 0.147 -0.023 0.007
C -4.411985 3.562885 1.307064 0.002 0.004 -0.022
C -5.746513 3.922555 1.421830 -0.008 0.042 0.006
C -6.741461 2.976899 1.211356 -0.083 0.032 0.030
C -6.394149 1.670940 0.894816 -0.057 -0.011 -0.031
C -5.058113 1.312147 0.795412 0.020 -0.030 0.014
H -3.615992 4.281073 1.452103 0.024 0.006 -0.014
H -6.012477 4.943973 1.670582 -0.013 -0.003 0.007
H -7.785630 3.256389 1.300265 0.006 0.001 -0.017
H -7.168148 0.931656 0.722408 0.000 -0.005 0.021
H -4.764052 0.296033 0.566730 0.034 -0.010 0.017
Cl 5.095712 1.041856 2.736529 -0.180 -0.135 -0.050
C 3.937960 2.314390 2.854957 2.161 2.006 -0.167
Cl 4.969535 4.033467 2.135196 -1.147 -1.778 0.645
Cl 3.538756 2.738404 4.478590 -0.230 -0.125 0.096
C 2.834008 2.206666 1.974347 -0.663 0.044 -0.637
N 1.953384 2.161314 1.240238 -0.050 -0.082 0.039